No. 1
C28H35BrN4O5 | wB97M-V/def2-TZVPD

Results
Energy above the lowest of the compared OMol25 structures with the same formula, charge and spin (kcal per mole): 6.2
E_tot (Ha): -4257.249479
Gap between HOMO and LUMO (eV): 8.741
HOMO (Eh): -0.3043

```
73
Properties=species:S:1:pos:R:3:forces:R:3:nbo_charge:R:1
O 5.0617 2.0051 2.2120 0.158 0.107 0.349 -0.60
C 4.4904 1.7738 1.1722 -0.499 0.089 -0.445 0.69
N 5.0269 1.1437 0.0883 -0.122 -0.085 -0.323 -0.63
C 6.3080 0.6207 -0.0791 0.432 -0.130 0.040 0.23
C 6.5989 -0.0032 -1.2928 -0.042 0.083 0.159 -0.25
C 7.8498 -0.5382 -1.5247 0.117 -0.009 0.076 -0.22
C 8.8157 -0.4488 -0.5362 0.219 -0.081 -0.007 -0.10
Br 10.5448 -1.1842 -0.8516 -0.152 0.064 0.028 0.04
C 8.5445 0.1649 0.6740 0.106 -0.142 -0.245 -0.21
C 7.2914 0.7002 0.9044 -0.146 0.092 0.096 -0.26
C 3.0511 2.1550 0.8837 -0.142 0.192 0.131 -0.32
C 2.2315 2.8257 2.0314 0.614 0.046 0.153 0.07
C 2.2016 1.8827 3.2159 -0.237 0.134 0.012 -0.21
C 1.3418 0.9222 2.8974 -0.189 0.202 0.045 -0.20
C 0.9154 1.2607 1.4882 0.217 -0.507 0.011 0.23
O 0.9189 2.6870 1.5070 -0.287 0.036 -0.434 -0.51
C -0.2665 0.7157 0.7086 0.072 -0.033 0.283 -0.14
C -0.6651 -0.7206 1.0956 -0.310 0.666 -0.182 0.68
O 0.0871 -1.4850 1.6621 0.498 -0.288 0.214 -0.64
N -1.9117 -1.0166 0.7024 -0.326 -0.261 0.080 -0.64
C -2.5062 -2.3257 0.8869 -0.058 0.016 -0.107 -0.05
C -2.5811 -3.0864 -0.4395 0.205 -0.235 0.316 -0.41
C -3.2044 -4.4625 -0.2247 -0.217 0.160 -0.234 -0.40
C -4.5946 -4.3295 0.3892 0.183 -0.198 0.212 -0.40
C -4.5225 -3.5678 1.7091 -0.222 0.170 -0.236 -0.40
C -3.8994 -2.1905 1.4997 0.248 -0.258 0.231 -0.39
N 0.2289 0.7265 -0.6645 -0.424 -0.045 -0.012 -0.42
C -0.6341 0.5625 -1.8082 -0.033 0.234 -0.378 -0.22
C -1.7730 1.5929 -1.8424 0.245 -0.281 -0.101 -0.24
N -2.9381 1.1116 -1.1009 -0.090 0.140 0.105 -0.48
C -3.8854 0.3716 -1.9330 -0.226 0.148 -0.167 -0.25
C -4.7595 1.2882 -2.7987 0.190 -0.245 -0.019 -0.09
O -5.4354 2.2424 -2.0103 -0.094 -0.047 0.050 -0.52
C -4.5222 3.0236 -1.2701 0.194 0.005 0.293 -0.09
C -3.6629 2.1400 -0.3595 -0.273 0.224 -0.174 -0.25
C 1.5674 0.8435 -0.7844 0.446 0.055 0.420 0.70
O 2.1957 0.8685 -1.8247 0.261 0.003 -0.341 -0.65
C 2.1551 0.9416 0.6044 -0.272 0.106 -0.161 -0.33
H 4.4109 1.0190 -0.7094 -0.029 0.079 0.130 0.42
H 5.8371 -0.0675 -2.0562 -0.092 -0.009 -0.093 0.22
H 8.0734 -1.0202 -2.4639 0.012 -0.028 -0.055 0.23
H 9.3071 0.2264 1.4349 0.050 0.002 0.047 0.23
H 7.0709 1.1799 1.8431 -0.009 0.010 0.016 0.26
H 3.0368 2.8345 0.0243 0.039 -0.097 0.045 0.25
H 2.4807 3.8638 2.2280 -0.037 -0.009 -0.020 0.22
H 2.8073 2.0028 4.0901 0.175 -0.101 0.224 0.24
H 1.0598 0.0293 3.4152 0.046 -0.232 0.179 0.25
H -1.1246 1.3852 0.8069 0.031 -0.030 0.011 0.22
H -2.4302 -0.3247 0.1637 0.090 0.177 -0.017 0.43
H -1.8477 -2.8660 1.5750 -0.103 0.020 -0.065 0.23
H -1.5766 -3.1897 -0.8547 0.020 0.085 -0.050 0.22
H -3.1885 -2.5166 -1.1474 -0.025 0.087 -0.078 0.19
H -3.2655 -4.9920 -1.1774 0.064 -0.074 0.025 0.21
H -2.5672 -5.0457 0.4428 0.058 -0.083 0.007 0.20
H -5.0221 -5.3196 0.5560 -0.082 -0.003 -0.053 0.21
H -5.2491 -3.7957 -0.3040 -0.078 0.005 -0.053 0.19
H -5.5225 -3.4588 2.1328 0.021 -0.039 0.087 0.21
H -3.9165 -4.1324 2.4204 0.001 -0.042 0.089 0.20
H -3.8303 -1.6592 2.4506 0.001 0.092 -0.025 0.22
H -4.5307 -1.6026 0.8282 -0.067 0.103 -0.051 0.18
H 0.0140 0.6893 -2.6797 -0.091 -0.083 0.083 0.25
H -1.0483 -0.4519 -1.8246 0.009 0.050 -0.088 0.20
H -2.0160 1.8050 -2.8902 0.006 0.076 0.054 0.19
H -1.4128 2.5204 -1.3928 -0.023 0.025 -0.052 0.22
H -3.3374 -0.3277 -2.5664 -0.025 -0.093 0.014 0.21
H -4.5400 -0.1929 -1.2612 -0.005 -0.093 -0.080 0.20
H -5.5324 0.7094 -3.3064 0.107 -0.007 -0.040 0.20
H -4.1453 1.7993 -3.5567 -0.074 -0.042 0.029 0.16
H -5.1233 3.7164 -0.6801 0.103 0.033 -0.023 0.20
H -3.8784 3.5983 -1.9545 -0.056 0.001 0.047 0.16
H -2.9565 2.7550 0.2006 0.006 -0.016 0.045 0.21
H -4.3196 1.6264 0.3505 0.001 0.087 0.038 0.20
H 2.6193 -0.0086 0.8758 -0.089 0.021 -0.064 0.26
```
Positions in Å, forces in eV/Å.

***

No. 2
C28H35EuN5P2S | wB97M-V/def2-TZVPD

Results
Spin multiplicity: 8
E_tot (Ha): -3152.737999
Gap between HOMO and LUMO (alpha / beta) (eV): 6.185 / 6.265
HOMO (alpha / beta) (Eh): -0.2748 / -0.2750

```
72
Properties=species:S:1:pos:R:3:forces:R:3:mulliken_spin:R:1
Eu -3.3061 1.6236 1.0017 -0.260 0.663 1.228 7.07
C 0.7222 -0.2544 5.6512 0.097 0.582 -0.190 0.00
C 0.6622 0.4461 4.5169 -0.337 0.545 -0.012 0.00
C 0.4836 -0.0519 3.0900 -0.232 0.442 -0.096 0.00
C -1.0119 -0.2398 2.7061 0.587 -0.174 -0.241 0.01
C -1.7163 -1.4812 3.2249 -0.168 0.228 -0.237 0.00
C -1.2671 -2.3751 4.1171 -0.353 -0.242 -1.073 0.00
C 0.1509 -2.5623 4.5867 0.061 -0.228 1.129 0.00
C 0.4312 -1.7023 5.8319 0.674 -0.387 0.003 0.00
C -5.1005 0.9786 2.4832 -0.599 -0.093 -0.263 -0.06
H 0.9902 0.2660 6.5873 -0.523 -0.073 -0.524 0.00
H 0.6058 1.5547 4.5651 0.562 -0.771 0.205 0.00
H 1.0457 -0.9887 2.8621 -0.404 1.099 0.033 0.00
H 0.8873 0.7775 2.4500 -0.543 -0.871 0.702 0.00
H -1.5992 0.6429 3.0670 0.354 -0.370 -0.179 -0.01
H -1.0219 -0.2627 1.5898 -0.254 0.033 0.256 0.00
H -2.7121 -1.5427 2.7424 0.251 -0.256 1.013 0.00
H -1.9498 -3.1377 4.5321 0.161 0.483 -0.564 0.00
H 0.9426 -2.4603 3.8345 -0.500 -0.053 0.233 0.00
H 0.2271 -3.5967 4.9638 -0.056 0.259 -0.354 0.00
H -0.4426 -1.7631 6.4927 0.149 -0.094 0.060 0.00
H 1.2726 -2.1595 6.3634 -0.089 0.016 0.177 0.00
H -5.5111 1.7954 3.1255 0.454 -0.704 -0.517 0.00
H -4.5968 0.2366 3.1313 -0.308 0.079 0.060 0.00
H -5.9699 0.4974 2.0035 0.149 -0.205 0.225 0.00
P -0.9211 -0.4298 -2.2218 -0.096 -3.174 -3.031 0.01
P 1.4212 1.8302 -1.2730 3.616 -0.685 -1.022 0.00
N -0.8932 -2.2222 -2.1399 -0.068 0.147 0.662 0.00
N -1.6332 -0.4149 -3.8782 -0.636 0.679 0.002 0.00
N 2.7707 0.7822 -0.7062 -0.477 -0.311 0.788 0.00
N 2.4674 3.1720 -1.7320 -0.535 1.006 -0.401 0.00
C 0.7822 -0.3998 -2.8628 1.495 0.929 0.162 0.00
C 1.4074 1.0064 -2.9310 -0.541 0.036 -0.250 0.00
C -1.6370 -2.9648 -1.2246 0.551 -0.752 -0.774 0.00
C -1.4951 -4.3160 -1.5306 -0.016 1.140 0.077 0.00
C -0.6441 -4.4069 -2.6756 0.125 1.335 0.229 0.00
C -0.2658 -3.1133 -3.0190 -0.507 -0.772 0.704 0.00
C -2.8349 0.2341 -4.1596 0.293 -0.089 -0.867 0.00
C -3.0743 0.1993 -5.5296 0.076 0.140 0.895 0.00
C -1.9942 -0.5231 -6.1297 0.156 0.058 1.048 0.00
C -1.1476 -0.9019 -5.0945 -0.379 0.437 -0.708 0.00
C 2.7109 0.2485 0.5809 1.075 -0.539 -0.720 0.00
C 3.7428 -0.6662 0.7532 -0.757 0.837 -0.500 0.00
C 4.5070 -0.6747 -0.4591 -1.424 0.727 -0.225 0.00
C 3.8652 0.1883 -1.3482 0.250 -0.453 0.907 0.00
C 3.8302 3.2569 -2.0530 -0.329 1.131 -0.071 0.00
C 4.1213 4.5670 -2.4192 -1.159 -0.897 0.393 0.00
C 2.8900 5.3063 -2.3748 -0.309 -0.862 0.186 0.00
C 1.8885 4.4314 -1.9843 1.362 -0.154 0.106 0.00
H 0.8876 -0.8232 -3.8671 -0.403 0.079 0.441 0.00
H 1.3977 -1.0375 -2.2215 -0.050 0.124 0.207 0.00
H 2.4343 0.9265 -3.3430 -0.670 0.299 0.305 0.00
H 0.8208 1.6595 -3.5973 0.159 -0.173 0.015 0.00
H -2.1457 -2.4404 -0.4292 -0.117 -0.226 -0.020 0.00
H -1.9234 -5.1390 -0.9803 -0.043 0.078 -0.041 0.00
H -0.3193 -5.3059 -3.1749 0.009 0.044 0.041 0.00
H 0.4475 -2.7953 -3.7687 -0.367 -0.124 0.229 0.00
H -3.3981 0.6578 -3.3392 -0.040 0.052 -0.216 0.00
H -3.9186 0.6693 -6.0359 0.333 -0.280 0.235 0.00
H -1.8569 -0.7122 -7.1981 -0.013 -0.058 0.622 0.00
H -0.2477 -1.4916 -5.1921 -0.259 0.198 0.110 0.00
H 1.9577 0.6069 1.2503 0.076 -0.154 -0.070 0.00
H 3.8719 -1.2850 1.6252 0.213 0.117 0.067 0.00
H 5.3894 -1.2642 -0.6465 -0.023 0.064 -0.146 0.00
H 4.1569 0.4400 -2.3538 -0.114 -0.060 0.050 0.00
H 4.4984 2.4153 -1.9965 -0.154 0.124 0.216 0.00
H 5.0953 4.9540 -2.6719 -0.031 -0.083 -0.016 0.00
H 2.7681 6.3566 -2.5890 -0.061 -0.079 -0.039 0.00
H 0.8241 4.5624 -1.8568 0.098 0.139 0.099 0.00
S -3.4451 3.6554 3.1690 0.914 0.289 -0.597 -0.02
C -4.3503 3.4959 4.5611 -2.437 -0.200 3.145 0.00
N -5.0248 3.4658 5.5483 2.341 0.005 -3.299 -0.01
```
Positions in Å, forces in eV/Å.

***

No. 3
C28H35F21O14 | wB97M-V/def2-TZVPD

Results
Energy above the lowest of the compared OMol25 structures with the same formula, charge and spin (kcal per mole): 1.6
E_tot (Ha): -4238.619647
Gap between HOMO and LUMO (eV): 11.586
HOMO (Eh): -0.4061

```
98
Properties=species:S:1:pos:R:3:forces:R:3:lowdin_charge:R:1
C -11.6869 20.5605 11.9025 -0.260 0.021 -1.037 -0.05
C -11.6203 19.0701 11.6099 -0.531 0.863 1.130 -0.19
O -10.2310 18.7050 11.6839 0.199 0.039 -0.195 0.04
C -9.9466 17.4487 11.4087 -0.159 0.269 0.189 -0.41
O -10.7237 16.5846 11.1384 0.019 -0.291 -0.100 0.17
C -8.4267 17.2035 11.4741 0.049 -0.257 -0.414 -0.54
F -7.9998 16.8776 10.2371 0.015 0.090 0.295 0.16
F -7.7349 18.2583 11.8928 0.026 0.003 -0.011 0.17
F -8.1675 16.1787 12.2867 0.041 -0.042 0.032 0.17
H -11.2493 21.0818 11.0470 0.291 0.224 0.358 0.07
H -11.2235 20.8418 12.8425 0.238 -0.076 -0.021 0.09
H -12.7226 20.8989 11.9231 -0.042 -0.243 0.097 0.05
H -12.0404 18.8349 10.6369 0.090 -0.198 -0.052 0.13
H -12.1683 18.5579 12.4026 0.057 -0.406 -0.279 0.12
C -4.8053 26.3526 12.9316 -0.641 0.261 -0.263 -0.06
C -5.3785 26.7863 14.2605 1.184 0.039 0.329 -0.22
O -6.7304 26.3548 14.3490 -0.485 -0.072 -0.270 0.04
C -7.3293 26.5070 15.5168 0.494 0.045 -0.127 -0.40
O -6.8236 26.9334 16.5116 -0.262 0.031 0.171 0.17
C -8.8012 26.0627 15.4377 -0.183 -0.213 0.300 -0.53
F -9.0614 25.2072 16.4423 0.012 0.237 -0.278 0.16
F -9.5928 27.1340 15.5816 0.039 -0.150 -0.045 0.17
F -9.0985 25.4618 14.2862 -0.017 0.094 0.207 0.17
H -4.6928 25.2737 12.8497 0.273 -0.003 0.195 0.08
H -3.8707 26.8888 12.7807 0.166 -0.278 -0.070 0.08
H -5.4850 26.6339 12.1220 0.071 0.151 0.072 0.08
H -5.2913 27.8673 14.3970 -0.431 0.018 -0.151 0.13
H -4.7986 26.3721 15.0917 -0.205 -0.167 -0.049 0.13
C -15.7996 22.4228 5.7667 0.610 -0.252 -0.837 -0.06
C -16.8842 23.4621 5.6262 0.124 -0.529 0.001 -0.18
O -16.3364 24.7904 5.7076 -0.360 0.371 0.625 0.02
C -15.8590 25.3350 4.6161 0.680 -0.244 0.000 -0.42
O -15.7373 24.8289 3.5413 -0.193 0.062 -0.230 0.18
C -15.3831 26.7836 4.8800 -0.170 0.076 -0.186 -0.54
F -14.2627 27.0386 4.2082 0.059 -0.066 0.020 0.17
F -16.3247 27.6343 4.4402 -0.001 -0.004 0.105 0.16
F -15.1611 27.0411 6.1723 -0.063 -0.003 0.034 0.15
H -15.2291 22.4837 6.6899 -0.216 0.029 0.157 0.06
H -15.0805 22.5297 4.9487 0.001 0.179 0.118 0.08
H -16.1932 21.4149 5.6218 -0.251 0.070 0.335 0.09
H -17.5903 23.3903 6.4496 -0.115 0.198 -0.077 0.11
H -17.3885 23.3509 4.6671 -0.103 0.051 0.062 0.13
C -17.2504 18.1071 14.5506 0.129 -0.554 -0.005 -0.06
C -16.4253 19.2986 14.9637 0.324 -0.489 0.382 -0.20
O -16.4884 20.3597 13.9956 -0.219 0.201 0.006 0.04
C -15.7083 20.2258 12.9354 -0.282 0.016 0.503 -0.40
O -14.9035 19.3653 12.7443 0.215 -0.003 -0.264 0.17
C -16.0178 21.3356 11.9116 0.142 -0.094 -0.255 -0.54
F -14.8859 21.8091 11.3848 -0.068 -0.025 -0.035 0.16
F -16.7525 20.7981 10.9246 0.040 0.090 0.006 0.17
F -16.6945 22.3542 12.4286 -0.041 0.077 0.028 0.18
H -18.3195 18.3069 14.5400 -0.003 0.129 -0.038 0.08
H -17.0616 17.2986 15.2629 -0.116 0.118 0.077 0.09
H -16.9416 17.7016 13.5866 -0.020 0.211 -0.080 0.08
H -15.3832 19.0152 15.1088 0.031 0.001 -0.163 0.12
H -16.7725 19.6907 15.9166 -0.142 0.366 -0.203 0.13
C -15.7710 24.7455 9.2701 0.145 0.157 -0.663 -0.03
C -14.7435 25.7905 9.6347 -0.635 0.331 0.252 -0.17
O -13.5519 25.1272 10.0842 -0.193 -0.685 0.008 0.03
C -12.5462 25.8700 10.4675 -0.013 0.434 -0.067 -0.42
O -12.4582 27.0576 10.3482 0.181 0.177 0.065 0.17
C -11.4409 25.0302 11.1402 -0.238 -0.405 -0.218 -0.54
F -11.8372 23.7675 11.3469 0.089 0.101 0.108 0.16
F -10.3558 24.9891 10.3647 0.118 0.177 0.097 0.17
F -11.1309 25.5699 12.3128 0.153 0.071 0.067 0.18
H -16.1002 24.1576 10.1224 0.027 0.018 0.057 0.07
H -15.3958 24.0871 8.4831 0.103 -0.069 0.155 0.07
H -16.6168 25.2679 8.8196 -0.117 -0.042 0.209 0.07
H -15.1194 26.4021 10.4614 0.170 0.014 -0.050 0.14
H -14.5319 26.4731 8.8103 0.200 -0.192 -0.057 0.12
C -23.8711 26.4080 6.6929 -0.158 0.280 -0.252 -0.06
C -22.9424 27.5273 7.1060 -0.798 0.496 -0.167 -0.20
O -21.5581 27.1879 6.9612 0.294 0.080 -0.200 0.05
C -21.0162 26.5294 7.9652 -0.213 0.095 0.200 -0.41
O -21.5672 26.1743 8.9648 0.104 -0.112 0.140 0.17
C -19.5150 26.2595 7.7354 -0.277 0.033 -0.468 -0.54
F -18.7858 26.9429 8.6183 0.059 -0.147 0.093 0.17
F -19.2947 24.9490 7.8867 0.234 0.036 0.143 0.16
F -19.1198 26.6077 6.5091 0.093 -0.051 0.091 0.17
H -23.6880 25.5166 7.2865 -0.187 -0.075 -0.011 0.08
H -23.8154 26.1872 5.6261 0.381 -0.117 0.059 0.08
H -24.8930 26.7731 6.8242 0.014 -0.200 0.327 0.09
H -23.1610 27.8524 8.1228 0.272 -0.220 0.119 0.13
H -23.0984 28.4009 6.4725 0.221 -0.104 -0.101 0.13
C -10.7129 27.5260 7.2650 -0.371 -0.056 0.805 -0.05
C -11.8248 26.5991 6.8308 0.105 0.441 0.056 -0.18
O -11.6341 25.3531 7.5496 0.321 -0.306 -0.274 0.03
C -12.3088 24.3179 7.0882 -0.090 0.168 0.345 -0.39
O -13.1910 24.3407 6.2832 -0.179 -0.019 -0.300 0.17
C -11.8738 22.9938 7.7607 0.131 -0.260 -0.679 -0.54
F -12.6963 22.6920 8.7605 -0.078 -0.064 0.199 0.17
F -11.9486 22.0039 6.8498 0.013 0.262 0.281 0.16
F -10.6245 23.0410 8.2146 -0.046 -0.030 0.116 0.18
H -10.8392 27.7871 8.3197 0.008 -0.058 -0.057 0.07
H -10.7531 28.4598 6.7092 0.156 -0.090 -0.225 0.08
H -9.7541 27.0195 7.1773 0.097 0.172 -0.280 0.09
H -11.7750 26.4348 5.7546 -0.134 -0.340 0.052 0.13
H -12.8158 26.9670 7.0860 -0.006 0.130 -0.068 0.11
```
Positions in Å, forces in eV/Å.

***

E_tot of number 3 (C28H35F21O14)? -4238.619647 Ha

***

Which of these has the highest E_tot? C28H35EuN5P2S

***

E_tot of number 2 (C28H35EuN5P2S)? -3152.737999 Ha